Record 1
DFT (ωB97M-V/def2-TZVPD) results for a molecular structure, C36H32ClEuN2O3PS2.

XYZ file:
```
78
C36H32ClEuN2O3PS2 (ωB97M-V/def2-TZVPD)
Eu -1.01 -0.94 -0.14
Cl 0.03 0.40 2.39
C 1.51 -0.42 2.88
C 1.68 -0.62 4.24
C 2.82 -1.28 4.68
C 3.75 -1.73 3.76
C 3.56 -1.51 2.40
C 2.43 -0.83 1.92
P 2.03 -0.56 0.15
C 3.33 -1.47 -0.76
C 2.93 -2.61 -1.44
C 3.83 -3.39 -2.16
C 5.17 -3.03 -2.20
C 5.59 -1.88 -1.53
C 4.68 -1.11 -0.82
C 2.62 1.15 -0.11
C 2.93 2.05 0.90
C 3.26 3.37 0.60
C 3.29 3.80 -0.72
C 2.99 2.90 -1.74
C 2.66 1.59 -1.44
H 0.92 -0.27 4.93
H 2.96 -1.45 5.74
H 4.64 -2.25 4.10
H 4.29 -1.86 1.69
H 1.88 -2.89 -1.45
H 3.49 -4.27 -2.69
H 5.88 -3.62 -2.76
H 6.63 -1.58 -1.58
H 5.02 -0.20 -0.33
H 2.92 1.73 1.94
H 3.50 4.06 1.40
H 3.54 4.82 -0.95
H 3.00 3.22 -2.78
H 2.39 0.91 -2.24
S -0.17 -0.53 -2.79
C -0.66 1.08 -2.26
C -0.98 2.07 -3.21
C -1.33 3.33 -2.81
C -1.38 3.64 -1.45
C -1.05 2.63 -0.57
N -0.70 1.40 -0.95
H -0.93 1.80 -4.26
H -1.58 4.08 -3.56
H -1.65 4.62 -1.09
H -1.07 2.82 0.50
N -0.91 -3.48 0.73
C -1.46 -4.07 -0.43
C -0.66 -4.89 -1.22
C -1.16 -5.42 -2.40
C -2.46 -5.12 -2.81
C -3.24 -4.31 -2.02
C -2.75 -3.77 -0.83
H -0.13 -4.03 1.09
H -1.60 -3.38 1.47
H 0.36 -5.12 -0.91
H -0.53 -6.06 -3.01
H -2.85 -5.53 -3.73
H -4.25 -4.06 -2.32
H -3.40 -3.15 -0.22
C -4.59 5.35 1.99
C -4.37 3.90 1.63
C -4.76 3.41 0.39
C -4.57 2.08 0.06
C -3.97 1.23 0.98
C -3.57 1.70 2.22
C -3.77 3.04 2.53
S -3.68 -0.44 0.57
O -2.64 -0.89 1.49
O -4.94 -1.13 0.69
O -3.11 -0.42 -0.78
H -4.77 5.96 1.10
H -3.73 5.76 2.52
H -5.46 5.48 2.64
H -5.22 4.07 -0.34
H -4.85 1.71 -0.92
H -3.10 1.03 2.93
H -3.46 3.41 3.50
```

<S²> = 15.7597
electronic energy = -4034.65438 a.u.
energy above the lowest of the compared OMol25 structures with the same formula, charge and spin = 0.0 kcal/mol
multiplicity = 8

***

Record 2
DFT (ωB97M-V/def2-TZVPD) results for a molecular structure, C28H44BrN3NiP2.

XYZ file:
```
79
C28H44BrN3NiP2 (ωB97M-V/def2-TZVPD)
N 5.82 1.79 -2.78
C 5.80 1.82 -1.44
C 5.42 0.71 -0.67
C 5.03 -0.48 -1.33
C 5.15 -0.50 -2.75
C 5.54 0.67 -3.42
C 4.46 -1.60 -0.62
Ni -1.01 -1.59 0.50
P -3.77 -0.44 1.43
C 3.88 -2.66 -1.27
C 2.70 -3.32 -0.78
C 1.64 -3.69 -1.65
C 0.34 -3.47 -1.19
C 0.22 -2.95 0.10
C 1.18 -3.19 1.09
C 2.48 -3.34 0.61
Br -2.59 -3.18 0.54
H 4.49 -1.54 0.47
H 4.24 -3.00 -2.24
H 5.37 0.81 0.42
H 4.89 -1.38 -3.35
H 6.07 2.75 -0.96
H 5.59 0.68 -4.51
H 1.84 -4.03 -2.66
H 3.35 -3.37 1.27
H -0.52 -3.64 -1.83
H 0.96 -3.19 2.15
P -1.00 0.02 -1.32
C -3.48 -1.13 3.14
C -4.63 -1.64 3.98
H -2.95 -0.33 3.71
H -2.74 -1.94 3.03
H -4.28 -1.85 5.00
H -5.45 -0.93 4.10
H -5.04 -2.58 3.60
C -5.06 -1.31 0.40
C -6.22 -2.05 1.05
H -4.46 -2.07 -0.13
H -5.41 -0.60 -0.37
H -6.49 -2.87 0.37
H -5.96 -2.49 2.01
H -7.11 -1.43 1.18
C -4.56 1.19 1.69
C -5.78 1.20 2.62
H -4.85 1.54 0.68
H -3.78 1.88 2.06
H -6.35 2.11 2.43
H -6.44 0.33 2.45
H -5.46 1.23 3.67
C -1.34 1.85 -1.38
C -2.79 2.27 -1.12
H -1.05 2.18 -2.39
H -0.67 2.37 -0.68
H -3.02 3.20 -1.66
H -3.53 1.52 -1.45
H -2.98 2.47 -0.06
C -1.93 -0.47 -2.83
C -1.87 -1.93 -3.26
H -1.53 0.19 -3.61
H -2.97 -0.18 -2.64
H -2.56 -2.07 -4.11
H -0.86 -2.21 -3.60
H -2.19 -2.61 -2.46
C 0.75 -0.07 -1.88
C 1.62 1.15 -1.64
H 0.70 -0.29 -2.96
H 1.19 -0.95 -1.41
H 2.57 1.02 -2.17
H 1.16 2.08 -1.99
H 1.86 1.28 -0.57
N -0.49 1.17 1.64
C 0.44 2.00 2.12
C 1.60 1.24 2.25
C 1.27 -0.06 1.87
N -0.02 -0.10 1.44
H -1.47 1.40 1.48
H 0.23 3.04 2.34
H 2.56 1.58 2.59
H 1.87 -0.96 1.94
```

total charge = +2
<S²> = 2.1974
electronic energy = -6021.94378 a.u.
energy above the lowest of the compared OMol25 structures with the same formula, charge and spin = 53.5 kcal/mol
multiplicity = 3

***

Record 3
DFT (ωB97M-V/def2-TZVPD) results for a molecular structure, C36H49As2Ge2OSZr.

XYZ file:
```
92
C36H49As2Ge2OSZr (ωB97M-V/def2-TZVPD)
Zr -0.13 -0.63 0.21
C 0.30 1.44 2.52
C -0.47 0.25 3.08
Ge 0.58 -1.45 2.75
C -0.22 -3.10 3.55
C 0.02 -4.37 2.73
C 2.38 -1.25 3.47
C 3.36 -1.28 2.55
Ge 2.48 -1.40 0.76
C 2.58 0.16 -0.62
C 3.86 0.98 -0.43
C 2.23 -3.09 -0.31
C 3.58 -3.66 -0.74
C 4.81 -1.25 2.67
C 5.43 -1.09 3.91
C 6.81 -1.09 4.00
C 7.59 -1.24 2.85
C 6.98 -1.40 1.62
C 5.60 -1.41 1.53
H -0.22 2.38 2.71
H 0.44 1.39 1.43
H 1.29 1.51 2.98
H -1.49 0.20 2.67
H -0.58 0.34 4.16
H -1.28 -2.94 3.75
H 0.29 -3.18 4.52
H -0.39 -4.29 1.72
H -0.45 -5.23 3.21
H 1.09 -4.59 2.66
H 2.60 -1.23 4.53
H 1.71 0.84 -0.54
H 2.56 -0.30 -1.61
H 4.01 1.27 0.61
H 3.81 1.89 -1.03
H 4.73 0.41 -0.75
H 1.61 -2.87 -1.19
H 1.69 -3.82 0.30
H 4.13 -2.97 -1.40
H 3.44 -4.59 -1.29
H 4.21 -3.87 0.12
H 4.84 -0.98 4.81
H 7.29 -0.97 4.96
H 8.67 -1.23 2.93
H 7.59 -1.52 0.73
H 5.11 -1.55 0.57
C 0.40 -1.90 -4.05
As -0.15 -0.78 -2.55
C 0.14 1.00 -3.29
C -2.09 -1.00 -2.64
C -2.82 -0.37 -3.64
C -4.20 -0.51 -3.72
C -4.86 -1.31 -2.79
C -4.14 -1.96 -1.80
C -2.76 -1.80 -1.71
As -1.82 -2.74 -0.26
C -2.29 -4.60 -0.66
C -3.03 -2.35 1.25
H -0.16 -1.57 -4.92
H 0.17 -2.95 -3.85
H 1.47 -1.80 -4.24
H -0.25 1.06 -4.30
H 1.21 1.21 -3.34
H -0.34 1.75 -2.67
H -2.31 0.23 -4.39
H -4.75 -0.01 -4.50
H -5.93 -1.43 -2.85
H -4.67 -2.59 -1.10
H -3.37 -4.65 -0.79
H -1.98 -5.25 0.15
H -1.81 -4.91 -1.59
H -4.05 -2.62 0.99
H -3.00 -1.28 1.47
H -2.74 -2.92 2.12
C -3.39 9.51 -1.26
C -3.24 8.06 -0.99
O -2.33 7.49 -0.47
S -4.69 7.11 -1.65
C -4.14 5.48 -1.23
C -3.94 4.54 -2.25
C -3.40 3.31 -1.94
C -3.06 3.01 -0.61
C -3.35 3.92 0.41
C -3.89 5.15 0.10
C -2.34 1.84 -0.32
C -1.66 0.84 -0.08
H -2.72 10.07 -0.60
H -4.42 9.84 -1.13
H -3.10 9.71 -2.29
H -4.18 4.80 -3.27
H -3.21 2.59 -2.72
H -3.15 3.67 1.45
H -4.12 5.86 0.88
```

total charge = +3
electronic energy = -10545.92932 a.u.
energy above the lowest of the compared OMol25 structures with the same formula, charge and spin = 41.1 kcal/mol
multiplicity = 1

***

Record 4
DFT (ωB97M-V/def2-TZVPD) results for 2 unconnected molecules or ions with the total composition C4H5BrFN.

XYZ file:
```
12
C4H5BrFN (ωB97M-V/def2-TZVPD)
C 0.64 3.22 -0.53
C -0.40 -1.06 -0.41
C 0.82 -0.50 -0.63
C -0.92 -1.58 0.85
N -0.37 3.05 0.00
F -1.29 -1.13 -1.37
Br 2.09 -0.52 0.76
H 1.04 0.08 -1.47
H 1.54 3.22 -0.98
H -0.95 -2.68 1.16
H -1.91 -1.08 1.02
H -0.30 -1.04 1.60
```

electronic energy = -2883.97823 a.u.
energy above the lowest of the compared OMol25 structures with the same formula, charge and spin = 3.4 kcal/mol
multiplicity = 1
structure (SMILES) = C/C(F)=C\Br.C#N

***

Record 5
DFT (ωB97M-V/def2-TZVPD) results for 2 unconnected molecules or ions with the total composition C4H8N2O.

XYZ file:
```
15
C4H8N2O (ωB97M-V/def2-TZVPD)
C 0.07 1.27 -2.77
C 0.35 0.52 -1.53
C 1.56 0.38 -0.72
N 1.27 -0.54 0.19
C -0.02 -0.97 0.00
N -0.57 -0.30 -1.00
H 0.42 2.33 -2.66
H 0.60 0.78 -3.60
H -1.00 1.33 -2.87
H 2.43 1.01 -0.82
H 2.02 -0.96 0.73
H -0.58 -1.70 0.56
H -2.02 -1.03 5.03
H -2.27 -0.60 3.55
O -2.02 -0.27 4.43
```

total charge = +1
<S²> = 0.7624
electronic energy = -341.65490 a.u.
energy above the lowest of the compared OMol25 structures with the same formula, charge and spin = 9.4 kcal/mol
multiplicity = 2

***

Record 6
DFT (ωB97M-V/def2-TZVPD) results for 2 unconnected molecules or ions with the total composition C5H13NO.

XYZ file:
```
20
C5H13NO (ωB97M-V/def2-TZVPD)
C -0.83 -0.66 0.75
C -0.95 -2.15 0.66
C -2.13 0.13 0.76
H -0.35 -0.14 1.76
H -0.18 -0.30 -0.02
H 0.01 -2.68 0.78
H -1.18 -2.46 -0.43
H -2.84 -0.53 1.26
H -1.99 0.96 1.45
H -1.48 -2.54 1.52
H -2.44 0.45 -0.28
C 2.46 0.45 -0.99
C 1.32 1.17 -0.37
O 1.24 1.21 0.84
N 0.43 1.87 -1.13
H 2.51 0.46 -2.17
H 2.61 -0.60 -0.59
H -0.34 2.38 -0.84
H 0.65 2.07 -2.03
H 3.48 0.90 -0.92
```

total charge = +1
<S²> = 0.7553
electronic energy = -327.89523 a.u.
energy above the lowest of the compared OMol25 structures with the same formula, charge and spin = 75.3 kcal/mol
multiplicity = 2

***

Record 7
DFT (ωB97M-V/def2-TZVPD) results for a molecular structure, C35H29EuIN9O3PS.

XYZ file:
```
80
C35H29EuIN9O3PS (ωB97M-V/def2-TZVPD)
Eu -1.15 2.52 0.50
N -0.90 3.75 5.04
C -1.75 3.64 4.01
N -1.01 3.43 2.91
C 0.31 3.73 3.32
N 0.36 3.86 4.64
C 1.42 3.75 2.47
C 2.66 4.12 2.97
N 3.68 4.27 2.16
C 3.58 4.04 0.87
C 2.35 3.63 0.36
N 1.29 3.44 1.19
H -1.18 3.78 6.05
H -2.78 3.36 4.10
H 2.78 4.43 4.02
H 4.46 4.27 0.27
H 2.22 3.32 -0.66
C -0.95 3.74 -4.73
C -1.40 4.46 -3.48
N -1.37 5.76 -3.37
N -1.81 6.01 -2.12
C -2.13 4.91 -1.43
S -2.79 4.96 0.15
N -1.89 3.86 -2.34
N -2.00 2.49 -2.03
H -1.82 3.27 -5.18
H -0.09 3.04 -4.63
H -0.67 4.54 -5.49
H -1.91 6.97 -1.80
H -1.63 1.92 -2.83
H -3.03 2.22 -1.96
O 3.86 0.60 -2.39
C 3.25 -0.20 -1.79
C 3.67 -1.35 -1.11
C 5.07 -1.63 -1.08
C 5.55 -2.76 -0.47
C 4.58 -3.63 0.09
C 3.25 -3.48 -0.10
C 2.76 -2.26 -0.51
P 1.07 -1.84 -0.63
C 0.87 -2.04 -2.41
C 1.65 -2.80 -3.27
C 1.40 -2.84 -4.67
C 0.25 -2.30 -5.22
C -0.56 -1.54 -4.34
C -0.24 -1.39 -3.01
C 0.17 -3.20 0.11
C 0.24 -3.30 1.52
C -0.51 -4.23 2.21
C -1.41 -4.98 1.49
C -1.47 -4.98 0.05
C -0.73 -4.03 -0.61
H 5.72 -0.96 -1.59
H 6.62 -2.94 -0.38
H 4.82 -4.47 0.68
H 2.54 -4.29 0.01
H 2.45 -3.42 -2.90
H 2.10 -3.43 -5.28
H -0.04 -2.48 -6.26
H -1.44 -1.03 -4.75
H -0.84 -0.64 -2.48
H 0.78 -2.51 2.02
H -0.41 -4.34 3.27
H -2.13 -5.60 2.00
H -2.14 -5.63 -0.48
H -0.75 -3.93 -1.68
I -3.89 -4.17 5.84
C -3.68 -2.67 4.31
C -4.08 -2.88 2.96
C -3.59 -2.10 1.88
C -2.73 -1.04 2.18
C -2.43 -0.78 3.56
C -3.03 -1.47 4.59
C -2.16 -0.08 1.18
O -2.74 0.10 0.07
O -1.11 0.53 1.61
H -4.79 -3.69 2.69
H -3.97 -2.34 0.88
H -1.72 0.03 3.66
H -2.94 -1.09 5.59
```

total charge = +1
<S²> = 12.0187
electronic energy = -3816.90997 a.u.
energy above the lowest of the compared OMol25 structures with the same formula, charge and spin = 4.8 kcal/mol
multiplicity = 7

***

Record 8
DFT (ωB97M-V/def2-TZVPD) results for 7 unconnected molecules or ions with the total composition C41H36NO25.

XYZ file:
```
103
C41H36NO25 (ωB97M-V/def2-TZVPD)
C 0.75 -9.08 3.38
C 1.71 -9.96 3.37
N 3.11 -9.50 3.34
C 3.53 -8.75 2.09
C 2.88 -9.19 0.80
C 3.39 -8.22 -0.27
O 2.94 -6.91 -0.02
H 0.76 -8.21 4.02
H -0.10 -9.23 2.75
H 1.52 -11.01 3.40
H 3.22 -8.85 4.12
H 3.73 -10.28 3.55
H 4.59 -8.95 1.97
H 3.46 -7.69 2.23
H 3.19 -10.17 0.48
H 1.80 -9.10 0.79
H 4.46 -8.17 -0.27
H 3.02 -8.54 -1.24
H 1.99 -6.90 0.08
C 1.17 -3.81 -1.15
C 0.01 -4.47 -1.16
C -1.30 -3.76 -1.23
O -2.32 -4.43 -1.25
C -1.29 -2.31 -1.27
C -0.14 -1.64 -1.26
C 1.18 -2.35 -1.22
O 2.20 -1.70 -1.23
O -0.09 -0.31 -1.29
O -0.05 -5.81 -1.10
H 2.13 -4.32 -1.11
H -2.25 -1.81 -1.30
H 0.86 -0.08 -1.28
H -1.00 -6.02 -1.13
C -1.79 2.26 -2.69
C -1.92 3.33 -1.89
C -2.74 4.51 -2.29
O -2.84 5.45 -1.52
C -3.39 4.49 -3.60
C -3.26 3.42 -4.39
C -2.46 2.22 -3.98
O -2.39 1.28 -4.74
O -3.83 3.35 -5.59
O -1.33 3.40 -0.71
H -1.20 1.39 -2.41
H -3.97 5.36 -3.89
H -3.58 2.48 -5.95
H -1.58 4.28 -0.34
C 1.07 5.38 4.35
C 2.14 4.88 3.72
C 2.04 4.30 2.33
O 3.06 3.88 1.81
C 0.74 4.27 1.69
C -0.33 4.77 2.32
C -0.23 5.37 3.69
O -1.24 5.82 4.20
O -1.54 4.75 1.77
O 3.34 4.87 4.27
H 1.12 5.80 5.34
H 0.69 3.84 0.70
H -2.13 5.16 2.43
H 3.94 4.46 3.61
C 5.75 7.13 -0.42
C 4.79 6.31 0.00
C 3.35 6.51 -0.39
O 2.50 5.74 0.01
C 3.03 7.66 -1.23
C 4.00 8.48 -1.65
C 5.43 8.26 -1.28
O 6.27 9.03 -1.71
O 3.75 9.54 -2.41
O 5.06 5.28 0.78
H 6.79 6.99 -0.15
H 1.99 7.81 -1.49
H 4.62 9.96 -2.57
H 4.23 4.80 0.98
C -2.75 3.66 5.83
C -2.77 3.31 7.12
C -3.59 2.16 7.61
O -3.55 1.88 8.79
C -4.42 1.44 6.65
C -4.41 1.80 5.36
C -3.56 2.93 4.87
O -3.58 3.20 3.68
O -5.14 1.18 4.45
O -2.05 3.94 8.04
H -2.16 4.48 5.45
H -5.03 0.63 7.02
H -4.95 1.63 3.60
H -2.24 3.49 8.88
C -3.19 -4.26 -7.06
C -3.00 -4.14 -5.74
C -2.44 -2.89 -5.14
O -2.31 -2.83 -3.94
C -2.07 -1.80 -6.03
C -2.25 -1.92 -7.35
C -2.84 -3.16 -7.95
O -3.00 -3.21 -9.16
O -1.92 -0.96 -8.20
O -3.31 -5.11 -4.88
H -3.60 -5.16 -7.51
H -1.64 -0.92 -5.58
H -2.16 -1.30 -9.09
H -3.08 -4.76 -4.00
```

total charge = +1
electronic energy = -3519.35983 a.u.
multiplicity = 1

***

What is the multiplicity in the third record?
1